Entry 1:
{
  "formula": "C21H28BClMnN9O5",
  "method": "ωB97M-V/def2-TZVPD",
  "spin_multiplicity": 4,
  "charge": 1,
  "orbital_gap_ev": [6.59, 7.14],
  "e_above_lowest_kcal_mol": 0.0,
  "symbols": ["Mn", "C", "C", "C", "C", "C", "C", "N", "N", "B", "N", "C", "C", "C", "N", "C", "C", "C", "N", "C", "C", "C", "N", "C", "C", "C", "H", "H", "H", "H", "H", "H", "H", "H", "H", "H", "H", "H", "H", "H", "H", "H", "H", "H", "H", "H", "H", "H", "H", "H", "H", "H", "H", "H", "O", "Cl", "O", "O", "O", "O", "N", "C", "C", "N", "C", "N"],
  "positions_angstrom": [[-0.2227, 0.1314, 0.0967], [1.9064, 3.0794, -3.0953], [0.6933, 2.4448, -2.4169], [-0.6133, 3.0731, -2.9180], [0.6631, 0.9656, -2.6583], [1.0403, 0.2843, -3.8086], [0.7776, -1.0540, -3.5665], [0.2649, -1.1794, -2.3474], [0.1766, 0.0506, -1.7839], [-0.1926, -2.4079, -1.5414], [-1.6094, -2.1041, -1.0499], [-2.7066, -2.8155, -1.2905], [-3.7684, -2.2001, -0.6706], [-3.2498, -1.0735, -0.0387], [-1.9101, -1.0147, -0.2744], [-4.1313, -0.1433, 0.7499], [-3.8117, -0.1421, 2.2467], [-4.2826, 1.2278, 0.0848], [0.6944, -2.5061, -0.2886], [1.5405, -3.4386, 0.1358], [2.1006, -3.0261, 1.3336], [1.5457, -1.7831, 1.6104], [0.6788, -1.4915, 0.6094], [1.7696, -0.9202, 2.8157], [0.7635, -1.2941, 3.9117], [3.2047, -1.0581, 3.3238], [1.9504, 4.1399, -2.8501], [2.8394, 2.6146, -2.7741], [1.8414, 2.9975, -4.1813], [0.7699, 2.6176, -1.3444], [-0.7094, 2.9461, -3.9975], [-1.4852, 2.6241, -2.4419], [-0.6174, 4.1409, -2.6999], [1.4511, 0.7122, -4.7054], [0.9178, -1.9238, -4.1871], [-0.1441, -3.4033, -2.1921], [-2.6512, -3.7107, -1.8873], [-4.7976, -2.5124, -0.6618], [-5.1139, -0.6133, 0.6671], [-2.7919, 0.1477, 2.4710], [-4.4798, 0.5451, 2.7653], [-3.9681, -1.1398, 2.6592], [-3.3385, 1.7381, -0.0682], [-4.7565, 1.1150, -0.8912], [-4.9186, 1.8673, 0.6964], [1.6880, -4.3379, -0.4393], [2.8163, -3.5593, 1.9332], [1.6009, 0.1184, 2.5328], [0.9327, -2.3180, 4.2489], [0.8857, -0.6297, 4.7669], [-0.2662, -1.2151, 3.5621], [3.3891, -2.0593, 3.7163], [3.9381, -0.8632, 2.5397], [3.3771, -0.3503, 4.1336], [0.0544, 3.0571, 1.8461], [-0.9978, 2.1890, 1.5411], [-0.6623, 0.7695, 1.9481], [-2.2450, 2.5674, 2.0421], [-1.0704, 1.9403, 0.0462], [1.3960, 1.0133, 0.3414], [2.4729, 0.4972, -0.2528], [3.5671, 1.0338, 0.1496], [3.6146, 2.0523, 1.1658], [3.6434, 2.8424, 1.9973], [4.7861, 0.5604, -0.4457], [5.7605, 0.1843, -0.9199]]
}

=====

Entry 2:
{
  "formula": "C21H28BrN4O2PtSSi",
  "method": "ωB97M-V/def2-TZVPD",
  "spin_multiplicity": 1,
  "charge": 1,
  "orbital_gap_ev": [6.68, 6.68],
  "e_above_lowest_kcal_mol": 51.7,
  "symbols": ["Pt", "C", "O", "C", "C", "C", "Br", "C", "C", "C", "O", "C", "N", "C", "C", "C", "C", "C", "C", "N", "H", "H", "H", "H", "H", "H", "H", "H", "H", "H", "H", "C", "Si", "C", "C", "H", "H", "H", "H", "H", "H", "H", "H", "H", "S", "C", "N", "C", "C", "C", "N", "H", "H", "H", "H", "H", "H", "H", "H"],
  "positions_angstrom": [[1.3721, 2.1473, 0.5354], [1.1327, 2.1519, 3.9785], [0.7511, 1.3567, 2.8675], [0.1078, 0.1750, 3.0683], [-0.1889, -0.3657, 4.3077], [-0.8607, -1.5804, 4.3863], [-1.2513, -2.3046, 6.1042], [-1.2500, -2.2678, 3.2592], [-0.9561, -1.7394, 1.9993], [-0.2682, -0.5213, 1.8994], [0.0504, 0.0031, 0.6963], [-1.3636, -2.4135, 0.7824], [-1.0678, -1.9695, -0.4266], [-1.6405, -2.8453, -1.3144], [-1.6632, -2.8554, -2.7060], [-2.3301, -3.8911, -3.3244], [-2.9596, -4.9046, -2.5960], [-2.9546, -4.9082, -1.2166], [-2.2939, -3.8658, -0.5873], [-2.0978, -3.5588, 0.7344], [0.2652, 2.4333, 4.5807], [1.5889, 3.0477, 3.5555], [1.8631, 1.6360, 4.6071], [0.0849, 0.1372, 5.2186], [-1.7759, -3.2027, 3.3656], [-0.3410, -0.6111, -0.0090], [-1.1868, -2.0747, -3.2771], [-2.3717, -3.9278, -4.4013], [-3.4608, -5.7000, -3.1248], [-3.4408, -5.6822, -0.6448], [-2.4640, -4.0815, 1.5131], [0.7504, 4.9438, -1.3998], [-0.0623, 3.9215, 0.0270], [-0.4544, 5.0452, 1.5457], [-1.7838, 3.2900, -0.5922], [0.1499, 5.8290, -1.5808], [0.7982, 4.3820, -2.3280], [1.7558, 5.2714, -1.1547], [-1.0240, 5.9053, 1.2033], [0.4312, 5.4159, 2.0512], [-1.0594, 4.5169, 2.2774], [-2.3561, 4.1498, -0.9277], [-2.3399, 2.8119, 0.2075], [-1.7212, 2.5887, -1.4168], [3.6565, 1.6498, 0.1125], [2.9409, 0.5722, -1.0247], [2.3993, 1.0414, -2.1509], [1.8730, 0.1817, -3.1956], [2.5981, -1.1586, -3.1432], [2.4673, -1.7173, -1.7301], [3.0020, -0.7372, -0.8066], [2.4213, 2.0425, -2.2979], [2.0235, 0.6719, -4.1580], [0.7981, 0.0367, -3.0424], [3.6533, -1.0143, -3.3821], [2.1732, -1.8492, -3.8674], [3.0308, -2.6433, -1.6156], [1.4147, -1.9172, -1.4955], [3.4357, -1.0454, 0.0520]]
}

=====

Entry 3:
{
  "formula": "C21H28BrNO9SbSn",
  "method": "ωB97M-V/def2-TZVPD",
  "spin_multiplicity": 1,
  "charge": 1,
  "orbital_gap_ev": 8.98,
  "e_above_lowest_kcal_mol": 8.5,
  "symbols": ["Sn", "O", "C", "O", "C", "O", "C", "C", "O", "O", "H", "H", "H", "H", "H", "C", "C", "Sb", "C", "C", "C", "C", "H", "H", "H", "H", "H", "H", "H", "H", "H", "H", "H", "H", "H", "H", "H", "Br", "C", "C", "C", "C", "C", "C", "C", "O", "O", "H", "H", "H", "H", "O", "C", "C", "C", "C", "O", "N", "H", "H", "H", "H"],
  "positions_angstrom": [[0.9001, -1.0979, -1.8068], [5.4512, 0.1764, -0.9563], [4.3409, -0.2997, -1.4811], [3.2784, 0.2896, -1.4493], [4.5456, -1.6489, -2.1084], [3.3512, -2.1044, -2.7098], [3.0784, -3.4662, -2.3676], [2.4805, -3.5790, -0.9581], [2.6508, -4.5750, -0.3108], [1.7701, -2.5364, -0.5609], [5.2832, 1.0358, -0.5385], [4.8883, -2.3203, -1.3143], [5.3438, -1.5756, -2.8515], [3.9763, -4.0759, -2.4430], [2.3380, -3.8379, -3.0787], [-3.8793, 2.1121, 2.1152], [-3.1187, 2.8814, 1.0360], [-1.9691, 1.5841, -0.1975], [-0.4683, 2.7269, -1.2293], [-1.0776, 3.9085, -1.9816], [-3.2628, 0.9089, -1.7822], [-4.2510, 2.0120, -2.1631], [-4.4421, 2.8101, 2.7344], [-3.1904, 1.5632, 2.7549], [-4.5778, 1.3962, 1.6826], [-2.3928, 3.5659, 1.4732], [-3.7903, 3.4411, 0.3852], [0.0507, 2.0442, -1.8990], [0.2314, 3.0464, -0.4587], [-1.6501, 3.5809, -2.8486], [-0.2826, 4.5642, -2.3378], [-1.7304, 4.5072, -1.3435], [-3.7780, 0.0217, -1.4234], [-2.6245, 0.6187, -2.6158], [-4.9616, 2.2063, -1.3595], [-4.8208, 1.7032, -3.0401], [-3.7566, 2.9517, -2.4109], [4.6796, -2.0285, 2.4826], [3.4252, -0.6528, 2.8141], [3.5889, 0.1821, 3.9097], [2.6566, 1.1819, 4.1487], [1.5897, 1.3641, 3.2851], [1.4491, 0.5307, 2.1778], [2.3614, -0.4938, 1.9471], [0.3314, 0.7666, 1.2314], [-0.5879, 1.5709, 1.5606], [0.2647, 0.2090, 0.0957], [4.4360, 0.0475, 4.5681], [2.7737, 1.8241, 5.0110], [0.8645, 2.1487, 3.4508], [2.2418, -1.1651, 1.1133], [-0.8889, -3.4255, -1.9388], [-1.5357, -2.9650, -1.0175], [-2.2097, -3.7395, 0.0952], [-2.6354, -2.6380, 1.0647], [-2.2273, -1.3807, 0.3325], [-2.4558, -0.2326, 0.8446], [-1.6647, -1.5945, -0.8352], [-1.5060, -4.4525, 0.5210], [-3.0491, -4.3054, -0.3078], [-2.1290, -2.6808, 2.0292], [-3.7073, -2.6104, 1.2608]]
}

=====

Entry 4:
{
  "formula": "C21H28CeClN3O2Se",
  "method": "ωB97M-V/def2-TZVPD",
  "spin_multiplicity": 2,
  "charge": -1,
  "orbital_gap_ev": [5.24, 5.29],
  "symbols": ["Ce", "Cl", "N", "N", "C", "C", "C", "C", "C", "C", "H", "H", "H", "H", "H", "H", "C", "C", "C", "C", "H", "H", "H", "H", "H", "H", "O", "H", "H", "O", "H", "H", "C", "C", "C", "H", "H", "C", "C", "H", "C", "C", "C", "C", "H", "C", "H", "H", "H", "H", "H", "H", "H", "H", "Se", "C", "N"],
  "positions_angstrom": [[0.1265, -0.0037, -0.0815], [2.2961, -0.0539, -1.5609], [0.1880, 2.2469, 0.0885], [0.1160, -2.2522, 0.1088], [-0.2899, 2.9994, -0.8872], [-0.3535, -2.9997, -0.8731], [1.2054, 3.0200, 0.8720], [1.5254, 4.1357, -0.1090], [2.4392, 2.2098, 1.2543], [0.4669, 3.4689, 2.1182], [2.9168, 1.7690, 0.3773], [2.2123, 1.3928, 1.9465], [3.1496, 2.8613, 1.7606], [-0.4224, 4.0225, 1.8191], [1.1145, 4.0835, 2.7408], [0.1444, 2.5886, 2.6816], [1.0941, -3.0426, 0.9247], [1.4033, -4.1808, -0.0334], [0.3172, -3.4535, 2.1608], [2.3451, -2.2656, 1.3193], [2.8435, -1.8388, 0.4463], [3.0323, -2.9375, 1.8311], [2.1347, -1.4434, 2.0099], [-0.5825, -3.9834, 1.8494], [0.0103, -2.5579, 2.7086], [0.9330, -4.0796, 2.8039], [0.2721, -4.1610, -1.0214], [1.4687, -5.1703, 0.4054], [2.3059, -3.9715, -0.6285], [0.3652, 4.1406, -1.0657], [2.4024, 3.8885, -0.7273], [1.6349, 5.1287, 0.3120], [-1.4391, 2.5757, -1.7525], [-1.4673, -2.5590, -1.7787], [-1.4038, -1.2241, -2.5492], [-2.3498, -2.4946, -1.1165], [-1.6325, -3.3899, -2.4532], [-1.3571, 0.0097, -1.8769], [-1.3959, 1.2502, -2.5387], [-1.7373, 0.0218, 0.1128], [-1.6062, 1.2335, -3.9394], [-1.6978, 0.0243, -4.6124], [-1.8405, 2.5263, -4.6705], [-1.6135, -1.1918, -3.9506], [-1.9394, 0.0307, -5.7047], [-1.8573, -2.4749, -4.6954], [-1.9905, -2.2671, -5.7640], [-2.7667, -2.9725, -4.3430], [-1.0347, -3.1831, -4.5806], [-2.7493, 3.0242, -4.3165], [-1.9701, 2.3302, -5.7416], [-1.0152, 3.2296, -4.5440], [-1.6345, 3.4159, -2.4082], [-2.2940, 2.4998, -1.0567], [-0.0086, 0.0023, 5.2815], [-0.0172, 0.0092, 3.5406], [0.0027, 0.0130, 2.3518]]
}

=====

Entry 5:
{
  "formula": "C21H28CeI2NO7",
  "method": "ωB97M-V/def2-TZVPD",
  "spin_multiplicity": 1,
  "charge": 3,
  "orbital_gap_ev": [4.40, 4.41],
  "e_above_lowest_kcal_mol": 0.1,
  "symbols": ["Ce", "C", "C", "O", "C", "C", "O", "C", "C", "O", "C", "C", "O", "C", "C", "O", "C", "C", "O", "H", "H", "H", "H", "H", "H", "H", "H", "H", "H", "H", "H", "H", "H", "H", "H", "H", "H", "H", "H", "H", "H", "H", "H", "I", "C", "C", "C", "I", "C", "C", "C", "C", "N", "C", "C", "O", "H", "H", "H", "H"],
  "positions_angstrom": [[0.2406, 0.0742, -0.0078], [1.4375, -2.7972, -0.8398], [2.8118, -2.1091, -0.8402], [2.6767, -0.7674, -0.3344], [3.5380, -0.4339, 0.7608], [2.9093, -0.8553, 2.0982], [1.5462, -0.4325, 2.0466], [0.9951, 0.1918, 3.2029], [1.0814, 1.7136, 3.0233], [0.6239, 1.9943, 1.6900], [1.1109, 3.2399, 1.1936], [0.7829, 3.3082, -0.2934], [1.3578, 2.1528, -0.9260], [1.5031, 2.3071, -2.3464], [1.3386, 0.9320, -2.9856], [0.0771, 0.4372, -2.5160], [-0.4305, -0.7000, -3.2173], [0.3759, -1.9548, -2.8639], [0.4552, -1.9423, -1.4318], [1.0754, -2.9439, 0.1909], [1.4946, -3.7643, -1.3550], [3.2034, -2.0296, -1.8626], [3.5168, -2.6906, -0.2429], [3.6286, 0.6589, 0.7178], [4.5301, -0.8794, 0.6330], [3.4498, -0.3891, 2.9267], [2.9315, -1.9470, 2.2170], [1.5036, -0.1223, 4.1172], [-0.0571, -0.1268, 3.2423], [2.1215, 2.0546, 3.1330], [0.4572, 2.2316, 3.7608], [2.2013, 3.2965, 1.3297], [0.6455, 4.0808, 1.7227], [1.2127, 4.2238, -0.7107], [-0.3097, 3.3046, -0.4436], [2.4903, 2.7246, -2.5739], [0.7226, 2.9706, -2.7313], [2.1623, 0.2752, -2.6704], [1.3426, 1.0263, -4.0776], [-0.4426, -0.5229, -4.2975], [-1.4579, -0.8144, -2.8514], [1.3716, -1.9209, -3.3227], [-0.1430, -2.8556, -3.2152], [-1.4028, -3.7735, 2.8748], [-2.6870, -2.4059, 1.9173], [-4.0706, -2.4730, 2.0094], [-4.8542, -1.5268, 1.3856], [-6.9589, -1.6671, 1.5655], [-4.2630, -0.4920, 0.6237], [-4.9842, 0.5238, -0.0308], [-4.3190, 1.4481, -0.7969], [-2.9257, 1.3818, -0.8919], [-2.1815, 0.4895, -0.2497], [-2.8396, -0.4567, 0.5000], [-2.0314, -1.4351, 1.1635], [-0.7321, -1.4131, 1.0743], [-4.5199, -3.2748, 2.5742], [-6.0588, 0.5638, 0.0748], [-4.8591, 2.2181, -1.3243], [-2.3948, 2.0933, -1.5188]]
}

=====

Entry 6:
{
  "formula": "C21H28IrN7O3PS3Te",
  "method": "ωB97M-V/def2-TZVPD",
  "spin_multiplicity": 2,
  "charge": 2,
  "orbital_gap_ev": [5.41, 5.57],
  "e_above_lowest_kcal_mol": 25.2,
  "symbols": ["Ir", "N", "C", "N", "C", "N", "N", "C", "N", "C", "C", "C", "C", "C", "N", "H", "H", "H", "H", "H", "H", "H", "H", "S", "C", "N", "C", "C", "S", "H", "H", "H", "H", "H", "S", "C", "C", "C", "C", "C", "C", "H", "H", "H", "H", "H", "C", "C", "O", "P", "O", "Te", "O", "C", "C", "H", "H", "H", "H", "H", "H", "H", "H", "H", "H"],
  "positions_angstrom": [[-0.5787, -0.3350, 0.2394], [-1.2313, -3.6784, 0.3800], [-2.3940, -3.0367, 0.3842], [-3.5080, -3.7405, 0.4625], [-4.6609, -3.0736, 0.5051], [-5.7963, -3.7412, 0.6044], [-4.7191, -1.7205, 0.4693], [-3.5817, -1.0884, 0.3753], [-2.3753, -1.6765, 0.3102], [-3.6126, 0.3838, 0.3599], [-4.8174, 1.0682, 0.4924], [-4.8063, 2.4536, 0.4949], [-3.5892, 3.1082, 0.3601], [-2.4348, 2.3510, 0.2272], [-2.4398, 1.0209, 0.2317], [-1.2248, -4.6798, 0.4809], [-0.3725, -3.1518, 0.3311], [-5.7828, -4.7479, 0.6054], [-6.6727, -3.2467, 0.6463], [-5.7280, 0.4982, 0.5900], [-5.7248, 3.0128, 0.5967], [-3.5357, 4.1860, 0.3489], [-1.4739, 2.8317, 0.1006], [-0.3904, -0.4358, 2.7534], [0.5709, 0.9197, 3.0660], [0.1361, 2.1675, 2.9612], [1.0501, 3.2449, 3.2749], [2.3229, 2.6244, 3.8584], [2.1705, 0.8087, 3.6769], [-0.7811, 2.3720, 2.5901], [0.5803, 3.9176, 3.9977], [1.2697, 3.8138, 2.3650], [2.4410, 2.8365, 4.9208], [3.2194, 2.9362, 3.3263], [0.5489, -0.6039, -2.0825], [-0.1883, -0.6010, -3.6633], [0.6478, -0.7718, -4.7711], [0.1209, -0.7407, -6.0445], [-1.2404, -0.5266, -6.2170], [-2.0698, -0.3385, -5.1161], [-1.5592, -0.4014, -3.8339], [1.7047, -0.9405, -4.6202], [0.7684, -0.8899, -6.8957], [-1.6538, -0.5143, -7.2120], [-3.1206, -0.1434, -5.2667], [-2.1918, -0.2775, -2.9650], [2.6553, -2.8636, 1.1685], [3.7314, -1.8590, 0.7977], [3.3163, -1.0657, -0.3279], [2.8177, 0.4436, -0.1721], [1.5111, 0.5869, 0.5438], [2.8491, 1.1628, -2.4833], [3.8569, 1.2081, 0.7477], [5.2271, 1.4019, 0.3624], [5.8614, 2.3733, 1.3371], [3.0635, -3.6002, 1.8559], [2.3274, -3.3776, 0.2687], [1.8100, -2.3610, 1.6410], [4.6452, -2.3698, 0.4791], [3.9615, -1.2052, 1.6449], [5.2555, 1.7936, -0.6616], [5.7462, 0.4411, 0.3830], [5.3345, 3.3233, 1.3233], [6.8925, 2.5431, 1.0450], [5.8390, 1.9698, 2.3467]]
}